# 1
Density functional theory data (ωB97M-V with the def2-TZVPD basis set) for a molecular structure, CH6FN4OP3 in a non-equilibrium geometry.

Each line ends with the Mulliken charge.
CARTESIAN COORDINATES (ANGSTROEM)
C1 2.093 1.590 -0.810  -0.65
N1 -0.980 -1.499 -0.660  -0.37
N2 -0.902 0.361 1.388  -0.50
N3 -1.133 2.317 -0.677  -0.63
N4 -1.098 -1.869 2.313  -0.47
O1 1.139 0.886 -0.038  -0.12
F1 0.241 -0.453 -2.464  -0.26
P1 -1.280 -0.456 -1.811  0.42
P2 -0.133 -1.075 1.230  0.25
P3 -0.416 1.313 0.132  0.60
H1 3.070 1.529 -0.322  0.23
H2 1.773 2.564 -1.088  0.37
H3 2.167 0.989 -1.783  0.23
H4 -1.741 -2.075 -0.371  0.31
H5 -1.854 -1.234 2.575  0.32
H6 -0.947 -2.888 2.387  0.27

Computed properties:
Gap between HOMO and LUMO in eV: 7.46
Charge: 0
Largest force on an atom in Eh/bohr: 0.0699
ΔE to the lowest compared entry with this formula, charge and spin in eV: 2.6234


# 2
Density functional theory data (ωB97M-V with the def2-TZVPD basis set) for 3 unconnected molecules or ions with the total composition C2H10NO2 in a non-equilibrium geometry.

Each line ends with the Mulliken charge.
CARTESIAN COORDINATES (ANGSTROEM)
C1 -0.393 -0.139 -1.153  -0.01
C2 0.220 -0.499 -2.271  -0.68
N1 0.407 0.023 0.104  -0.11
H1 -1.461 -0.169 -1.010  0.38
H2 -0.463 -0.664 -3.094  0.25
H3 1.279 -0.683 -2.355  0.25
H4 1.403 0.023 -0.120  0.39
H5 0.051 -0.702 0.751  0.34
H6 0.310 1.039 0.337  0.27
H7 0.315 3.222 1.571  0.31
H8 -0.820 3.097 0.569  0.30
O1 -0.090 2.622 0.949  -0.65
H9 -0.795 -2.082 2.433  0.31
H10 0.265 -2.952 1.628  0.30
O2 -0.229 -2.137 1.661  -0.66

Computed properties:
Gap between HOMO and LUMO in eV: 11.91
Charge: +1
Largest force on an atom in Eh/bohr: 0.0523
ΔE to the lowest compared entry with this formula, charge and spin in eV: 0.5565


# 3
Density functional theory data (ωB97M-V with the def2-TZVPD basis set) for 3 unconnected molecules or ions with the total composition C26H50BrN6O8S in a non-equilibrium geometry.

Each line ends with the Mulliken charge.
CARTESIAN COORDINATES (ANGSTROEM)
C1 -2.069 3.480 -3.655  -0.70
C2 -2.600 2.056 -4.175  0.18
N1 -3.905 1.816 -4.121  -0.63
C3 -1.700 0.865 -4.735  -0.22
C4 -0.678 0.223 -3.686  -0.26
N2 -0.306 -1.188 -4.140  -0.21
C5 0.889 -1.497 -3.296  -0.27
N3 2.018 -1.752 -4.013  -0.34
N4 0.785 -1.456 -1.872  1.25
C6 1.934 -1.975 -1.106  -0.59
C7 1.480 -3.413 -0.472  -0.16
C8 1.923 -3.597 1.059  -0.86
C9 0.669 -3.539 2.094  0.44
O1 0.690 -4.636 3.040  -0.45
C10 -0.417 -4.609 3.927  0.59
C11 -1.365 -3.347 4.179  -0.36
O2 -0.688 -5.657 4.574  -0.57
C12 0.075 -0.287 -1.291  -0.42
C13 -0.444 -0.724 0.198  -0.47
C14 -1.305 0.463 0.916  -0.61
C15 -0.583 1.018 2.253  -0.83
O3 -0.253 -0.026 3.208  -0.07
C16 0.259 0.614 4.391  0.48
C17 0.548 -0.207 5.758  -0.52
O4 0.501 1.849 4.449  -0.57
C18 0.919 1.052 -1.058  -1.16
C19 2.255 1.254 -1.903  -0.05
C20 3.621 0.877 -1.090  -0.73
Br1 2.416 3.250 -2.209  -0.09
C21 -1.229 0.048 -2.205  -0.07
S1 -2.592 -1.199 -2.072  1.51
C22 -2.023 -2.976 -2.027  -0.79
O5 -3.454 -1.028 -0.822  -0.69
O6 -3.584 -1.141 -3.229  -0.68
H1 -1.106 3.703 -4.228  -0.03
H2 -2.886 4.242 -3.866  0.52
H3 -1.864 3.355 -2.528  0.16
H4 -4.391 2.655 -3.743  0.27
H5 -2.356 0.041 -5.171  0.41
H6 -1.072 1.307 -5.600  0.12
H7 0.285 0.840 -3.733  -0.07
H8 0.009 -1.093 -5.127  0.45
H9 2.887 -1.359 -3.605  0.24
H10 2.023 -2.229 -4.921  0.30
H11 2.239 -1.325 -0.202  -0.12
H12 2.894 -2.185 -1.676  0.68
H13 0.328 -3.457 -0.485  -0.26
H14 1.834 -4.284 -1.144  0.50
H15 2.742 -2.854 1.352  0.34
H16 2.357 -4.659 1.182  0.28
H17 0.704 -2.512 2.623  -0.05
H18 -0.338 -3.585 1.542  0.15
H19 -2.123 -3.166 3.345  0.25
H20 -1.948 -3.440 5.162  0.33
H21 -0.694 -2.426 4.240  -0.28
H22 -1.003 -1.720 0.189  0.23
H23 0.445 -0.885 0.922  0.31
H24 -2.324 0.056 1.223  0.48
H25 -1.468 1.368 0.247  0.05
H26 0.294 1.674 1.935  0.33
H27 -1.372 1.689 2.764  0.53
H28 -0.004 0.402 6.580  0.08
H29 1.665 -0.072 5.975  0.31
H30 0.216 -1.293 5.704  0.17
H31 0.241 1.968 -1.240  0.64
H32 1.212 1.130 0.057  -0.10
H33 2.280 0.815 -2.951  0.37
H34 3.332 0.592 -0.016  0.20
H35 4.369 1.733 -1.069  0.38
H36 4.119 -0.070 -1.529  0.16
H37 -1.611 1.064 -1.863  0.67
H38 -1.804 -3.356 -0.970  0.21
H39 -2.941 -3.581 -2.384  0.52
H40 -1.188 -3.215 -2.762  0.17
O7 -1.669 1.042 8.266  -0.65
C23 -1.217 1.145 9.396  0.68
N5 -1.102 0.060 10.207  -0.38
C24 -0.758 2.454 9.978  -0.87
H41 -0.736 0.098 11.143  0.18
H42 -1.403 -0.830 9.839  0.23
H43 -1.597 3.152 9.989  0.25
H44 0.045 2.857 9.359  0.23
H45 -0.388 2.337 10.998  0.33
O8 0.627 3.327 -5.299  -0.50
C25 1.124 3.796 -6.315  0.67
N6 0.804 3.308 -7.541  -0.36
C26 2.110 4.930 -6.293  -1.06
H46 1.187 3.663 -8.401  0.18
H47 0.144 2.547 -7.582  0.19
H48 2.984 4.631 -5.713  0.22
H49 1.642 5.800 -5.828  0.25
H50 2.435 5.204 -7.299  0.41

Computed properties:
Gap between HOMO and LUMO in eV: 7.34
Charge: +1
Largest force on an atom in Eh/bohr: 0.1514
ΔE to the lowest compared entry with this formula, charge and spin in eV: 7.4834


Calculated total energy? In order: -39724.6925, -7814.4537, -133959.3556 eV.